# 1
{"formula": "C9H14O", "method": "wB97M-V/def2-TZVPD", "elements": ["C", "C", "C", "C", "C", "C", "C", "H", "H", "H", "H", "H", "H", "H", "H", "C", "C", "O", "H", "H", "H", "H", "H", "H"], "coordinates": [[2.731, -0.691, 0.779], [1.453, -0.069, 1.208], [0.212, -0.468, 0.698], [-0.981, -0.369, 1.364], [-1.001, 0.430, 2.496], [0.194, 0.910, 3.028], [1.445, 0.588, 2.433], [3.577, -0.699, 1.486], [3.098, -0.233, -0.132], [2.737, -1.795, 0.858], [0.273, -1.002, -0.238], [-1.846, -0.923, 1.016], [-1.885, 0.803, 2.994], [0.211, 1.488, 3.942], [2.316, 0.855, 3.018], [-1.644, -0.707, -2.941], [-1.218, 0.563, -2.241], [-1.047, 1.675, -3.130], [-1.905, -1.531, -2.294], [-0.845, -0.981, -3.634], [-2.530, -0.543, -3.565], [-1.718, 0.948, -1.350], [-0.216, 0.357, -1.832], [-1.411, 1.396, -3.964]], "mulliken_charge": [-1.319, 0.435, -0.193, -0.711, -0.333, -0.539, -0.392, 0.372, 0.307, 0.322, 0.593, 0.405, 0.353, 0.356, 0.321, -1.235, 0.221, -0.546, 0.339, 0.369, 0.393, 0.221, -0.038, 0.297], "smiles": "Cc1ccccc1.CCO", "total_charge": 0, "spin_multiplicity": 1}

=====

# 2
{"formula": "C3H2NO5", "method": "wB97M-V/def2-TZVPD", "elements": ["C", "C", "C", "N", "O", "O", "O", "O", "O", "H", "H"], "coordinates": [[-0.612, 1.794, -0.720], [0.004, -0.872, -1.031], [0.690, 0.182, 2.600], [0.551, 0.160, 3.759], [-0.489, 2.385, 0.279], [0.500, -1.983, -0.923], [-1.113, 1.710, -1.757], [0.509, 0.052, 4.976], [0.291, 0.208, -0.436], [-0.883, -0.642, -1.753], [0.411, 0.516, 1.606]], "mulliken_charge": [0.744, 0.217, -0.040, 0.456, -0.511, -0.596, -0.484, -0.657, -0.549, 0.162, 0.259], "total_charge": -1, "spin_multiplicity": 1}

=====

# 3
{"formula": "N2O4", "method": "wB97M-V/def2-TZVPD", "elements": ["N", "N", "O", "O", "O", "O"], "coordinates": [[-1.143, 0.018, -0.007], [1.470, -0.390, -0.048], [0.284, 0.439, 0.005], [-1.787, 0.992, -0.019], [2.434, 0.251, -0.009], [-1.404, -1.124, 0.004]], "mulliken_charge": [1.118, 0.302, -0.197, -0.466, -0.282, -0.476], "s_squared": 2.01, "total_charge": 0, "spin_multiplicity": 3}

=====

# 4
{"formula": "H40O20", "method": "wB97M-V/def2-TZVPD", "elements": ["O", "H", "H", "O", "H", "H", "O", "H", "H", "O", "H", "H", "O", "H", "H", "O", "H", "H", "O", "H", "H", "O", "H", "H", "O", "H", "H", "O", "H", "H", "O", "H", "H", "O", "H", "H", "O", "H", "H", "O", "H", "H", "O", "H", "H", "O", "H", "H", "O", "H", "H", "O", "H", "H", "O", "H", "H", "O", "H", "H"], "coordinates": [[-0.805, -3.649, 1.231], [-1.064, -4.159, 2.013], [-0.088, -4.065, 0.755], [-0.088, 5.658, 0.827], [0.420, 4.860, 0.734], [-0.328, 5.932, -0.120], [-2.972, 2.697, 2.236], [-3.646, 2.046, 2.061], [-2.814, 2.989, 1.313], [0.846, -1.667, 4.051], [0.242, -1.871, 3.355], [1.659, -1.390, 3.595], [-4.328, 0.994, -3.801], [-4.414, 0.128, -3.414], [-3.387, 1.142, -3.817], [5.176, -2.207, 0.692], [5.141, -1.670, 1.463], [4.373, -2.712, 0.618], [-0.251, -2.372, -2.676], [-1.003, -1.819, -2.546], [0.021, -2.617, -1.777], [-2.169, -0.154, -0.606], [-2.224, -1.068, -0.222], [-2.747, -0.162, -1.377], [3.922, -0.805, -3.951], [3.137, -0.995, -3.439], [4.693, -0.342, -3.597], [-0.302, 3.914, 4.602], [-0.019, 4.038, 3.692], [-1.306, 4.059, 4.545], [1.868, -3.909, 0.375], [2.515, -3.213, 0.516], [2.249, -4.741, 0.720], [5.318, 1.828, 0.110], [5.546, 2.545, 0.735], [5.695, 1.975, -0.769], [-1.686, 2.534, -0.223], [-1.750, 1.594, -0.045], [-1.151, 2.892, 0.526], [1.365, 0.042, 1.915], [0.453, 0.340, 2.050], [1.924, 0.508, 1.292], [-0.642, -1.481, -4.964], [-0.026, -2.092, -4.561], [-0.236, -0.839, -5.525], [-4.467, 2.496, 0.081], [-4.217, 3.252, -0.453], [-5.261, 2.394, -0.486], [-0.842, -3.968, 4.355], [-1.487, -3.192, 4.363], [-0.189, -3.324, 4.716], [-0.073, 1.854, -1.942], [0.809, 1.859, -1.554], [-0.686, 1.147, -1.795], [0.681, -5.984, -0.639], [1.287, -5.691, -1.306], [-0.080, -5.437, -0.492], [-0.567, 4.215, -1.506], [-0.299, 3.345, -1.870], [-1.480, 4.175, -1.272]], "mulliken_charge": [-0.583, 0.313, 0.239, -0.625, 0.302, 0.322, -0.616, 0.254, 0.405, -0.644, 0.351, 0.285, -0.606, 0.303, 0.307, -0.586, 0.316, 0.262, -0.567, 0.298, 0.282, -0.631, 0.280, 0.194, -0.624, 0.303, 0.315, -0.640, 0.305, 0.329, -0.463, 0.149, 0.335, -0.629, 0.324, 0.310, -0.370, 0.262, 0.322, -0.574, 0.309, 0.259, -0.604, 0.324, 0.292, -0.587, 0.241, 0.278, -0.653, 0.324, 0.341, -0.620, 0.301, 0.265, -0.616, 0.326, 0.315, -0.711, 0.410, 0.294], "total_charge": 0, "spin_multiplicity": 1}

=====

# 5
{"formula": "C3H4ClNS", "method": "wB97M-V/def2-TZVPD", "elements": ["Cl", "C", "C", "N", "C", "S", "H", "H", "H", "H"], "coordinates": [[-3.348, -0.464, -0.062], [-1.815, 0.170, 0.055], [-0.718, -0.657, 0.018], [0.720, -0.465, -0.287], [1.631, 0.548, 0.033], [2.540, -1.088, 0.019], [-1.661, 1.164, 0.147], [-0.911, -1.656, 0.038], [1.850, 1.248, -0.882], [1.713, 1.200, 0.920]], "mulliken_charge": [-0.172, -0.338, -0.198, -0.133, -0.367, -0.099, 0.427, 0.354, 0.228, 0.297], "smiles": "Cl/C=C/N1CS1", "total_charge": 0, "spin_multiplicity": 1}

=====

Calculated max |F|, 2.397; 3.390; 4.409; 3.398; 5.148 eV Å⁻¹ (same order as the records).
Calculated energy relative to the best compared isomer or geometry (same formula, charge and spin), 33.1; 0.0; 33.8; 147.6; 81.8 kcal per mole (same order as the records).